C20H53N3O9 | ωB97M-V/def2-TZVPD

XYZ file:
```
85
Properties=species:S:1:pos:R:3:forces:R:3
C -1.79078 -1.59175 1.51243 1.7 2.1 -1.8
O -1.19797 -0.21963 1.58584 0.4 -1.2 0.8
C -0.08256 0.02869 0.70915 -1.2 0.5 0.9
C -0.01401 1.53433 0.51142 0.9 2.9 0.8
C 0.57967 2.31946 1.75745 -0.9 -1.0 -0.4
N -1.22256 2.31618 0.11226 1.6 -1.3 -0.2
H -2.46997 -1.76367 2.34745 0.0 0.2 -0.4
H -1.01643 -2.35025 1.39773 0.2 -0.1 0.7
H -2.16093 -1.49278 0.49200 -1.3 -0.8 0.2
H 0.88983 -0.20170 1.14445 0.1 -0.6 0.4
H -0.16025 -0.54596 -0.21380 -0.3 0.1 -0.3
H 0.74910 1.73033 -0.24181 0.0 -0.2 -0.5
H 1.52868 1.85948 2.03294 -0.1 0.2 0.4
H -0.15674 2.29287 2.56063 0.1 -0.6 0.4
H 0.68303 3.39637 1.62446 0.3 -0.2 -0.8
H -1.85478 2.29558 0.89965 -0.5 -0.3 -0.2
H -1.53771 1.76497 -0.67320 -1.1 0.3 0.0
C 7.66945 -2.53764 2.76797 0.7 0.2 -1.2
O 6.66060 -1.64694 2.27530 0.5 0.9 0.0
C 6.93055 -1.04557 0.95479 -0.4 -2.9 -0.3
C 5.97412 0.01573 0.55737 -0.5 1.2 2.3
N 6.11512 1.07265 1.56336 0.9 0.5 -0.7
C 5.03203 2.01463 1.52784 -0.1 -0.2 0.1
C 4.83711 2.68259 0.18084 1.0 -0.2 -0.8
O 4.38046 3.97612 0.32511 -1.0 2.0 -0.8
C 5.36254 4.98773 0.37204 1.3 -0.3 1.3
H 8.67514 -2.12139 2.70950 0.1 0.5 -0.2
H 7.72659 -3.43139 2.14665 -0.3 -0.3 -0.1
H 7.61371 -2.85461 3.80937 -1.1 0.4 0.0
H 6.68966 -1.83164 0.23913 0.5 -0.5 -0.2
H 7.97095 -0.76951 0.78316 0.1 0.2 0.6
H 4.91901 -0.23663 0.66301 0.0 -1.0 -0.8
H 6.18986 0.34454 -0.45921 0.0 0.1 0.1
H 6.09108 0.60006 2.45565 0.2 0.0 0.2
H 5.25022 2.74519 2.30681 -0.3 0.3 -0.2
H 4.09325 1.51349 1.76373 -0.5 0.0 0.3
H 4.17779 2.16870 -0.51867 -0.6 -0.3 0.5
H 5.74688 2.68626 -0.41950 0.7 0.0 0.3
H 5.76247 5.01748 1.38559 0.0 0.2 0.4
H 5.09190 6.01905 0.14571 -1.0 -0.4 -0.3
H 6.26850 4.79020 -0.20095 -0.2 -0.4 -0.6
C -6.96295 -5.84692 -5.61257 1.2 -0.8 2.1
O -6.31723 -5.45940 -4.36807 -1.0 1.6 -0.5
C -6.46220 -4.03668 -4.26311 0.7 0.2 1.5
C -5.30862 -3.45749 -3.31408 -0.5 0.1 -1.1
N -5.40485 -1.98366 -3.17582 -0.7 -0.5 -0.1
C -6.31791 -1.62516 -2.09894 0.0 0.5 0.3
C -6.12314 -0.11690 -1.85744 -0.2 -0.5 1.2
O -4.72998 0.20884 -1.57521 -0.5 1.1 -0.5
C -4.47662 1.66104 -1.60889 -1.6 -1.0 -1.2
H -6.36320 -5.38853 -6.39887 -0.4 -0.4 -0.5
H -8.01983 -5.58153 -5.63856 0.0 0.2 -0.1
H -6.85224 -6.92182 -5.46958 -0.2 -0.1 -1.2
H -7.46034 -3.73307 -3.94747 -0.3 -0.4 0.7
H -6.48200 -3.61215 -5.26684 1.0 0.4 -0.1
H -4.42663 -3.87894 -3.79633 0.5 0.9 -0.2
H -5.21857 -3.85932 -2.30486 -0.9 -0.7 0.1
H -4.62249 -1.47867 -2.78467 1.3 -0.8 -0.9
H -6.13445 -2.18952 -1.18464 0.5 -0.1 0.4
H -7.36614 -1.85284 -2.29251 -0.1 0.3 -0.4
H -6.67660 0.16555 -0.96189 -0.3 0.1 0.0
H -6.59989 0.36001 -2.71380 0.7 0.6 -0.2
H -4.84926 2.24396 -0.76661 0.6 -0.6 0.8
H -5.14945 2.06292 -2.36645 0.2 0.0 -0.6
H -3.45509 1.87207 -1.92517 -0.1 -0.2 0.5
O 1.16093 -0.29430 -2.80025 -1.1 0.9 -0.5
C 2.36511 -0.47282 -3.48257 1.7 -0.5 0.7
C 3.49462 0.06600 -2.58211 -0.2 -1.4 0.7
O 3.47952 -0.59397 -1.28413 0.2 0.2 -0.9
H 0.57483 -0.21422 -3.55634 -1.0 0.1 0.6
H 2.40564 -1.54983 -3.64543 1.0 -0.2 0.0
H 2.39631 -0.03317 -4.47948 -0.1 0.5 0.0
H 3.47211 1.14168 -2.40747 -0.4 0.1 -0.4
H 4.46724 -0.20185 -2.99485 0.0 0.1 -0.1
H 2.59828 -0.56968 -0.90410 -0.3 0.2 -0.2
O -2.33854 0.14455 5.57751 0.6 1.5 0.1
C -1.56685 1.21463 6.15843 -0.9 0.7 1.0
C -2.08034 2.68861 5.90069 -0.1 -1.0 -0.7
O -3.43143 2.96332 6.32057 0.9 -0.8 0.1
H -2.14314 0.33345 4.65678 -0.5 -0.7 -0.6
H -1.53094 1.06538 7.23757 -0.1 -0.2 0.0
H -0.54656 1.11204 5.78888 0.2 0.5 0.0
H -2.00246 2.82121 4.82160 -0.1 0.2 -0.3
H -1.37778 3.40511 6.32629 0.1 -0.1 0.4
H -3.61166 3.89024 6.14754 0.1 0.0 0.0
```
Forces are in eV/Å.

Kohn-Sham gap, eV: 8.9
SMILES string: COC[C@H](C)N.COCCNCCOC.COCCNCCOC.OCCO.OCCO
Total charge: 0
Maximum force, eV/A: 3.3
ΔE to the lowest compared entry with this formula, charge and spin, eV: 4.672
Multiplicity: 1
Energy, a.u.: -1634.950533
E_LUMO, eV: 0.38


C2H3O3 | ωB97M-V/def2-TZVPD

XYZ file:
```
8
Properties=species:S:1:pos:R:3:forces:R:3
C -0.26555 -0.93695 -1.07809 -1.9 1.5 -0.7
C -0.58946 -1.37384 0.04655 0.9 0.2 -1.4
O 1.21230 2.67602 1.13734 0.5 1.5 -1.1
O 0.31085 0.81218 0.69117 0.0 0.2 -0.5
O 0.79897 1.63166 1.51907 -0.4 -1.5 1.9
H -0.99436 -0.82983 -1.91258 0.0 -1.3 0.0
H 0.17834 0.04474 -1.26473 1.1 0.1 0.5
H -0.65108 -2.02398 0.86127 -0.3 -0.6 1.3
```
Forces are in eV/Å.

Kohn-Sham gap (alpha / beta), eV: 9.1 / 9.1
Total charge: +1
Maximum force, eV/A: 2.5
ΔE to the lowest compared entry with this formula, charge and spin, eV: 10.824
Multiplicity: 1
Energy, a.u.: -303.014701
E_LUMO (alpha / beta), eV: -7.63 / -7.63


C20H45NO14P2S2 | ωB97M-V/def2-TZVPD

XYZ file:
```
84
Properties=species:S:1:pos:R:3:forces:R:3
C -0.51382 -0.80302 5.44037 -4.1 2.6 -4.9
C -1.47874 -0.40908 4.61773 4.5 -2.0 3.3
C -2.56786 0.11292 3.51776 2.0 0.0 0.9
C -1.77305 1.28995 2.68154 -1.2 0.9 0.7
C -1.99656 1.21772 1.08990 -0.5 0.5 0.5
C -0.78730 0.50255 0.24419 -1.4 1.0 0.3
C -0.08429 -0.57903 1.19862 1.1 -0.1 0.0
C 0.90605 -1.64121 0.49473 -0.8 -1.2 1.0
C 2.14603 -1.89156 1.50327 -0.8 0.4 0.3
C 3.38445 -0.87540 1.32700 0.0 -2.1 1.9
N 4.32801 -1.37427 0.27545 1.4 1.3 -1.6
C 5.18266 -0.32116 -0.27300 1.3 -4.3 -2.7
C 6.09123 -0.98438 -1.37135 -3.8 -1.3 3.6
C 5.66527 -2.50570 -1.35407 -1.7 2.4 2.4
C 4.54712 -2.72625 -0.27166 3.0 3.6 -2.4
C -1.47194 -0.07068 -1.09906 1.7 -1.8 -0.8
C -2.02124 -1.57268 -1.06368 -0.7 -0.5 -0.2
C -3.05970 -1.93886 0.11055 -1.3 -0.9 -1.1
C -3.82826 -3.31198 -0.37705 0.8 0.9 -0.8
O -4.16782 -4.19754 0.72157 0.6 0.9 -0.5
O -2.59860 0.76451 -1.60468 2.5 2.0 0.5
S -1.88433 2.14012 -2.24048 -4.2 2.8 -5.9
O -2.89171 3.28801 -2.26692 2.6 -3.8 1.4
O -1.57413 1.83026 -3.71385 0.2 0.0 4.7
C -0.40087 2.74148 -1.29535 0.9 0.1 0.8
S -0.76013 4.43444 -0.52475 -0.5 -0.5 -0.7
C 0.25234 1.67771 -0.25986 1.4 -0.9 0.0
O 1.42081 1.10333 -0.97381 -0.8 0.1 0.4
P 0.98909 2.69543 1.18419 -1.2 0.7 0.9
P 2.64905 3.97630 0.46297 0.7 5.2 1.0
O 2.45848 5.34373 1.17900 0.4 -4.3 -2.0
O 2.49044 4.31585 -1.23006 1.6 -1.9 2.6
O 4.19447 3.36223 0.89029 -2.3 -0.3 -0.8
H 0.53930 -0.93063 5.90782 -2.7 0.2 -0.9
H -2.89374 -0.71961 2.79084 0.5 1.2 1.5
H -3.42290 0.57636 4.13123 1.4 -1.1 -1.4
H -2.29229 2.27665 3.03544 1.1 -1.7 -0.6
H -0.68869 1.37313 3.04076 -1.6 -0.3 -0.7
H -2.19659 2.31324 0.73785 0.5 -2.0 0.4
H -3.02320 0.68359 0.93238 2.1 0.8 0.1
H 0.56964 -0.01054 1.98271 -1.4 -0.8 -1.5
H -0.82585 -1.20539 1.84650 1.1 1.5 -1.3
H 0.32006 -2.65985 0.45757 1.4 2.4 0.1
H 1.19772 -1.41300 -0.59088 -0.2 -0.1 1.8
H 2.42851 -3.01122 1.45704 0.0 2.0 0.0
H 1.73350 -1.72519 2.58426 0.7 -0.4 -1.9
H 3.05663 0.21883 1.20019 0.5 -1.8 -0.3
H 3.97951 -0.91169 2.33366 -1.1 0.2 -1.7
H 5.09691 0.74883 0.12502 0.2 -1.9 -0.8
H 6.87237 -0.42671 -1.99431 -1.4 -1.2 1.1
H 6.11594 -3.30766 -2.03576 -0.9 1.3 1.3
H 3.97550 -3.66480 0.06407 1.1 2.0 -0.6
H -0.67425 -0.02220 -1.95422 -1.2 -0.3 1.5
H -2.60167 -1.73477 -2.06642 1.0 0.5 1.7
H -1.20628 -2.39907 -1.06407 -1.0 1.8 0.0
H -3.90816 -1.14348 0.17806 1.8 -1.2 0.3
H -2.59126 -2.19922 1.12601 -0.5 0.8 -1.5
H -3.14490 -3.84023 -1.16508 -1.0 0.7 1.5
H -4.77773 -2.99437 -0.97252 1.4 -0.8 1.4
H -3.46887 -4.16024 1.41589 -0.7 0.1 -1.0
H 0.41408 2.98060 -2.09854 -1.6 -0.5 1.3
H -2.04487 4.35883 0.01195 1.1 -0.5 -0.6
H 2.24972 1.28447 -0.47481 -1.1 -0.3 -0.5
H 1.63901 1.85022 2.16007 0.2 -0.2 -1.1
H 3.22243 3.89379 -1.74503 -0.8 0.3 0.3
H 4.12367 2.81360 1.71087 0.0 0.7 -0.9
O -3.72311 1.34358 5.80537 -0.4 0.6 0.8
H -4.31318 2.10521 5.88361 0.1 -0.1 0.0
H -3.39669 1.20674 6.70476 0.1 -0.1 -0.2
O -0.06636 0.08146 -5.35199 0.0 -0.2 0.2
H -0.01922 -0.77995 -4.91838 0.0 0.2 -0.2
H -0.61416 0.61517 -4.75598 0.0 -0.1 0.0
O 0.41433 3.73079 -5.14825 -0.1 -0.1 0.0
H 0.07895 2.83389 -5.01595 0.0 0.1 -0.1
H -0.32718 4.20009 -5.55242 0.1 0.0 0.1
O -3.37191 5.89252 -4.06192 -0.2 0.0 0.2
H -3.32253 5.02922 -3.62863 0.1 0.0 0.0
H -3.91327 6.42351 -3.46410 0.1 -0.1 -0.2
O 0.48493 -4.20468 -0.64614 0.0 -0.6 -0.2
H 1.23013 -4.36111 -1.24066 -0.2 0.1 0.1
H 0.16980 -5.09572 -0.42649 0.2 0.0 -0.3
O 0.14688 -6.94713 -1.11877 -0.2 -0.4 -0.2
H -0.71524 -7.36719 -1.23898 0.1 0.1 0.1
H 0.63947 -7.19244 -1.91309 0.0 0.1 0.2
```
Forces are in eV/Å.

Kohn-Sham gap, eV: 8.1
SMILES string: C#CCCC[C@@]1(CCCCn2cccc2)[C@@H](CCCO)OS(=O)(=O)[C@@H](S)[C@@]1(O)PP(=O)(O)O.O.O.O.O.O.O
Total charge: 0
Maximum force, eV/A: 7.7
Multiplicity: 1
Energy, a.u.: -3375.836398
E_LUMO, eV: -0.18